{
  "formula": "C26H26FKN6O2",
  "method": "ωB97M-V/def2-TZVPD",
  "molar_mass_g_mol": 512.630,
  "e_lumo_ev": [4.172, 4.172],
  "charge": -2,
  "e_homo_ev": [0.58, 0.58],
  "energy_ha": -2185.01799,
  "e_above_lowest_ev": 0.0000,
  "orbital_gap_ev": [3.594, 3.594],
  "species": ["K", "C", "N", "C", "C", "C", "C", "C", "C", "N", "C", "C", "C", "C", "C", "C", "N", "C", "C", "C", "C", "C", "N", "H", "H", "H", "H", "H", "H", "H", "H", "H", "H", "H", "H", "H", "H", "H", "H", "H", "H", "C", "C", "O", "O", "H", "H", "H", "F", "N", "C", "C", "C", "C", "N", "C", "C", "H", "H", "H", "H", "H"],
  "coordinates": [[0.000, 0.000, 0.000], [1.344, -3.032, 1.432], [1.598, -1.949, 0.491], [2.618, -0.983, 0.918], [2.328, -0.202, 2.201], [3.210, -0.303, 3.278], [2.979, 0.463, 4.419], [1.875, 1.306, 4.462], [1.047, 1.353, 3.354], [1.255, 0.634, 2.232], [1.797, -2.378, -0.902], [0.559, -2.294, -1.786], [-0.163, -3.448, -2.093], [-1.270, -3.351, -2.932], [-1.631, -2.111, -3.442], [-0.862, -1.014, -3.095], [0.225, -1.078, -2.298], [-0.110, -3.412, 1.375], [-0.543, -4.722, 1.544], [-1.903, -4.991, 1.420], [-2.782, -3.949, 1.140], [-2.263, -2.672, 1.007], [-0.952, -2.384, 1.126], [1.534, -2.731, 2.468], [1.994, -3.894, 1.236], [2.738, -0.210, 0.146], [3.589, -1.488, 0.999], [4.075, -0.956, 3.232], [3.657, 0.406, 5.265], [1.666, 1.914, 5.333], [0.170, 1.992, 3.334], [2.226, -3.388, -0.951], [2.548, -1.749, -1.400], [0.122, -4.407, -1.677], [-1.849, -4.236, -3.178], [-2.491, -1.999, -4.091], [-1.104, -0.021, -3.461], [0.160, -5.522, 1.750], [-2.276, -6.005, 1.532], [-3.845, -4.125, 1.030], [-2.900, -1.821, 0.788], [-3.201, -0.724, -0.418], [-2.840, 0.192, -1.574], [-3.783, 0.448, -2.374], [-1.639, 0.581, -1.586], [-4.252, -1.026, -0.461], [-3.029, -0.208, 0.532], [-2.580, -1.624, -0.450], [-1.498, 0.760, 1.558], [0.637, 7.818, -0.358], [0.543, 6.663, -0.305], [0.426, 5.237, -0.240], [1.489, 4.469, 0.234], [1.328, 3.096, 0.278], [0.201, 2.464, -0.113], [-0.812, 3.232, -0.567], [-0.750, 4.611, -0.649], [2.420, 4.922, 0.561], [2.122, 2.448, 0.637], [-1.704, 2.690, -0.872], [-1.597, 5.177, -1.023], [1.898, 0.327, -1.204]],
  "atomic_forces_ev_per_a": [[-0.31, -0.36, 0.62], [-0.07, 0.61, -0.37], [1.14, 0.01, 0.38], [0.01, -0.35, 1.35], [-0.51, -0.18, -0.30], [-0.07, 0.36, 0.54], [0.11, -0.10, -0.23], [0.21, -0.16, 0.08], [-0.08, -0.48, -1.06], [1.35, -0.37, 1.07], [0.13, 0.32, -0.27], [-0.30, 0.63, -0.72], [-0.29, 0.06, -0.19], [0.10, 0.11, 0.15], [0.00, -0.52, -0.05], [1.19, 0.06, -0.12], [-0.36, -2.27, -0.63], [-0.80, 0.54, -0.49], [-0.42, -0.03, -0.02], [-0.05, 0.14, -0.06], [0.40, -0.68, 0.10], [0.71, -0.58, 2.03], [-0.36, -1.59, 0.13], [0.19, 0.34, -0.19], [0.03, -0.29, -0.03], [-0.43, 0.11, -0.85], [0.31, -0.04, 0.32], [-0.10, -0.04, -0.08], [-0.01, -0.03, -0.03], [-0.02, -0.02, -0.02], [-0.08, -0.13, -0.16], [-0.27, -0.36, 0.20], [-0.31, 0.31, 0.41], [0.06, 0.01, 0.07], [0.01, -0.01, 0.02], [0.01, 0.07, 0.08], [0.14, -0.35, -0.16], [0.06, 0.06, -0.03], [0.04, -0.01, 0.00], [0.03, 0.03, 0.00], [0.39, -1.48, 2.17], [-0.48, 0.97, -1.53], [-0.86, 0.44, 0.28], [0.83, 0.22, -0.23], [-2.28, 0.89, -0.65], [-0.02, -0.15, -0.20], [0.55, 0.19, -0.02], [-0.18, 1.43, -1.84], [-1.03, 0.47, 1.05], [-0.08, -1.06, 0.06], [0.12, 1.32, -0.07], [-0.07, -0.13, -0.04], [-0.01, 0.08, 0.06], [-0.88, -0.62, -0.30], [0.34, 2.44, -0.14], [0.45, -0.89, 0.40], [0.20, 0.20, 0.05], [-0.13, 0.04, -0.06], [-0.10, 0.09, -0.18], [0.18, -0.06, 0.04], [0.15, -0.01, 0.05], [1.53, 0.79, -0.40]],
  "lowdin_charge": [0.512, -0.132, -0.222, -0.224, -0.247, -0.053, -0.107, -0.097, -0.124, 0.078, -0.169, -0.275, -0.061, -0.093, -0.072, -0.145, 0.051, -0.253, -0.056, -0.097, -0.059, -0.144, 0.148, 0.128, 0.110, -0.007, 0.111, 0.094, 0.087, 0.085, 0.106, 0.108, 0.087, 0.094, 0.088, 0.098, 0.117, 0.095, 0.088, 0.095, 0.026, -0.070, -0.718, -0.084, -0.222, 0.090, 0.067, 0.041, -0.680, 0.112, -0.201, -0.256, -0.028, -0.128, 0.034, -0.082, -0.013, 0.106, 0.089, 0.109, 0.111, -0.047]
}

=====

{
  "formula": "C26H26N2O3",
  "method": "ωB97M-V/def2-TZVPD",
  "molar_mass_g_mol": 414.505,
  "e_lumo_ev": 0.576,
  "e_homo_ev": -7.58,
  "smiles": "CC(C)(C)C(=O)[C@@H]1[C@@H]2C(=O)N(Cc3ccccc3)C(=O)[C@@H]2[C@H]2c3ccccc3C=CN12",
  "energy_ha": -1341.65297,
  "e_above_lowest_ev": 0.0393,
  "orbital_gap_ev": 8.160,
  "species": ["C", "C", "C", "C", "C", "O", "C", "C", "C", "O", "N", "C", "C", "C", "C", "C", "C", "C", "C", "O", "C", "C", "C", "C", "C", "C", "C", "C", "C", "C", "N", "H", "H", "H", "H", "H", "H", "H", "H", "H", "H", "H", "H", "H", "H", "H", "H", "H", "H", "H", "H", "H", "H", "H", "H", "H", "H"],
  "coordinates": [[-1.748, -2.790, 2.572], [-0.567, -3.368, 1.773], [-1.000, -4.640, 1.043], [0.587, -3.696, 2.726], [-0.108, -2.256, 0.843], [0.684, -1.417, 1.198], [-0.785, -2.109, -0.524], [0.143, -1.427, -1.564], [1.611, -1.401, -1.169], [2.332, -2.349, -0.998], [2.007, -0.084, -1.124], [3.369, 0.316, -0.816], [3.417, 1.348, 0.278], [2.767, 1.115, 1.483], [2.802, 2.064, 2.489], [3.494, 3.249, 2.304], [4.148, 3.483, 1.107], [4.106, 2.538, 0.096], [1.002, 0.822, -1.384], [1.151, 2.014, -1.431], [-0.276, 0.041, -1.608], [-1.305, 0.180, -0.437], [-2.336, 1.251, -0.665], [-1.954, 2.582, -0.633], [-2.883, 3.582, -0.866], [-4.202, 3.254, -1.135], [-4.590, 1.929, -1.172], [-3.667, 0.911, -0.938], [-4.042, -0.483, -0.979], [-3.136, -1.435, -0.720], [-1.857, -1.159, -0.311], [-1.438, -1.900, 3.114], [-2.097, -3.529, 3.290], [-2.573, -2.524, 1.915], [-1.134, -5.439, 1.770], [-1.948, -4.508, 0.526], [-0.240, -4.956, 0.332], [0.264, -4.410, 3.479], [1.420, -4.120, 2.171], [0.934, -2.793, 3.223], [-1.172, -3.059, -0.888], [0.053, -1.934, -2.527], [3.890, -0.600, -0.515], [3.835, 0.710, -1.726], [2.228, 0.191, 1.628], [2.289, 1.878, 3.421], [3.521, 3.990, 3.090], [4.686, 4.407, 0.955], [4.609, 2.730, -0.841], [-0.748, 0.344, -2.545], [-0.739, 0.403, 0.481], [-0.923, 2.836, -0.436], [-2.576, 4.616, -0.836], [-4.928, 4.033, -1.318], [-5.617, 1.667, -1.384], [-5.057, -0.745, -1.227], [-3.383, -2.487, -0.759]],
  "atomic_forces_ev_per_a": [[0.07, -0.05, -0.08], [0.08, -0.05, 0.43], [0.07, 0.23, 0.03], [-0.09, 0.17, -0.12], [-0.29, -0.43, -0.11], [-0.01, 0.09, 0.11], [0.40, -0.06, -0.13], [-0.01, -0.11, 0.10], [-0.22, -0.10, -0.42], [0.07, -0.19, 0.03], [0.48, 0.15, 0.04], [0.14, 0.03, -0.04], [0.08, 0.07, 0.07], [0.07, -0.02, -0.06], [-0.04, -0.01, 0.07], [0.00, 0.10, 0.06], [0.06, 0.07, 0.02], [0.00, -0.14, 0.02], [-0.27, -0.21, -0.23], [0.04, 0.22, -0.05], [-0.22, -0.05, 0.09], [0.35, 0.38, -0.05], [-0.27, -0.04, 0.09], [-0.05, 0.04, 0.04], [0.06, 0.03, 0.00], [-0.06, 0.06, -0.02], [0.08, -0.08, 0.02], [0.25, 0.38, 0.07], [0.02, -0.49, -0.07], [-0.57, 0.07, -0.12], [0.09, 0.03, 0.15], [0.01, 0.09, 0.06], [-0.05, -0.10, 0.09], [-0.12, 0.03, 0.00], [-0.02, -0.06, 0.05], [-0.10, -0.03, -0.11], [0.05, -0.11, -0.12], [-0.07, -0.10, 0.05], [0.14, -0.06, -0.01], [0.05, 0.02, 0.05], [-0.03, 0.11, 0.07], [0.05, 0.06, 0.07], [-0.06, 0.13, -0.13], [0.01, -0.07, 0.12], [-0.07, -0.09, 0.03], [-0.04, -0.02, 0.08], [0.00, 0.06, 0.06], [0.04, 0.07, -0.01], [0.02, 0.02, -0.12], [0.08, 0.00, 0.07], [-0.08, 0.03, -0.19], [0.11, 0.04, 0.02], [0.03, 0.09, 0.00], [-0.05, 0.06, -0.01], [-0.11, -0.02, -0.02], [-0.09, -0.14, -0.04], [-0.03, -0.08, -0.01]],
  "lowdin_charge": [-0.020, -0.519, -0.041, -0.035, -0.275, 0.109, -0.135, -0.065, -0.399, 0.121, 0.064, -0.053, -0.214, -0.028, -0.076, -0.094, -0.083, -0.043, -0.364, 0.136, -0.063, -0.139, -0.107, -0.017, -0.075, -0.086, -0.037, -0.178, -0.035, -0.079, -0.027, 0.095, 0.090, 0.075, 0.090, 0.076, 0.095, 0.087, 0.094, 0.084, 0.141, 0.166, 0.138, 0.137, 0.096, 0.102, 0.099, 0.101, 0.111, 0.173, 0.164, 0.108, 0.102, 0.101, 0.109, 0.103, 0.122]
}

=====

{
  "formula": "C26H26N3",
  "method": "ωB97M-V/def2-TZVPD",
  "molar_mass_g_mol": 380.515,
  "e_lumo_ev": -4.835,
  "charge": 1,
  "e_homo_ev": -10.01,
  "energy_ha": -1170.38661,
  "e_above_lowest_ev": 1.2972,
  "orbital_gap_ev": 5.179,
  "species": ["C", "C", "C", "C", "C", "N", "C", "C", "N", "C", "C", "H", "H", "H", "H", "H", "H", "H", "H", "H", "H", "C", "N", "C", "C", "C", "C", "C", "C", "C", "C", "C", "C", "C", "C", "C", "C", "C", "C", "H", "H", "H", "H", "H", "H", "H", "H", "H", "H", "H", "H", "H", "H", "H", "H"],
  "coordinates": [[0.294, 4.579, 3.794], [-0.974, 4.162, 4.226], [-1.838, 3.483, 3.357], [-1.417, 3.226, 2.034], [-2.250, 2.529, 1.048], [-1.857, 2.159, -0.156], [-3.020, 1.549, -0.829], [-4.157, 1.529, 0.198], [-3.537, 2.190, 1.324], [-0.149, 3.634, 1.601], [0.703, 4.311, 2.479], [0.957, 5.111, 4.479], [-1.290, 4.365, 5.251], [-2.814, 3.144, 3.716], [-3.332, 2.141, -1.703], [-2.769, 0.532, -1.162], [-5.032, 2.089, -0.144], [-4.434, 0.502, 0.455], [-4.029, 2.488, 2.158], [0.143, 3.396, 0.576], [1.686, 4.627, 2.134], [1.647, -5.755, 1.864], [1.568, -4.609, 0.979], [2.652, -3.923, 0.533], [2.220, -2.827, -0.265], [3.028, -1.845, -0.826], [2.605, -0.831, -1.742], [1.727, -1.077, -2.833], [1.254, -0.031, -3.613], [1.637, 1.290, -3.353], [1.052, 2.409, -4.157], [2.574, 1.535, -2.340], [3.085, 0.496, -1.580], [0.752, -2.890, -0.272], [-0.257, -2.065, -0.740], [-1.598, -2.430, -0.536], [-1.929, -3.574, 0.206], [-0.920, -4.378, 0.761], [0.393, -4.024, 0.496], [0.636, -6.096, 2.094], [2.213, -6.568, 1.389], [2.164, -5.487, 2.797], [3.661, -4.228, 0.793], [4.065, -1.820, -0.483], [1.412, -2.103, -3.037], [0.557, -0.231, -4.429], [1.503, 3.359, -3.857], [1.229, 2.258, -5.230], [-0.035, 2.479, -4.009], [2.898, 2.561, -2.161], [3.823, 0.683, -0.797], [-0.007, -1.138, -1.253], [-2.385, -1.807, -0.962], [-2.977, -3.830, 0.354], [-1.134, -5.249, 1.374]],
  "atomic_forces_ev_per_a": [[-0.31, -0.21, -0.31], [0.08, -0.04, -0.21], [0.54, 0.06, -0.41], [0.45, 0.24, 0.37], [-0.15, -1.04, -2.15], [-0.16, 0.65, 1.41], [0.24, 0.19, -0.03], [-0.35, -0.14, 0.18], [-0.31, 0.31, 1.04], [0.12, 0.18, 0.49], [-0.35, -0.15, 0.13], [-0.22, -0.18, -0.22], [0.09, -0.06, -0.30], [0.39, 0.17, -0.11], [0.39, -0.19, 0.10], [-0.02, 0.29, -0.06], [-0.01, -0.25, 0.04], [-0.23, 0.13, 0.02], [0.15, -0.14, -0.48], [-0.10, 0.15, 0.35], [-0.18, -0.03, 0.11], [0.22, -0.54, 0.34], [2.07, 0.87, -0.70], [-1.49, -0.48, 0.57], [-0.02, 0.64, -0.59], [-0.08, -0.91, 0.65], [-0.11, 0.91, -0.93], [-0.05, 0.01, 0.39], [0.16, -0.43, 0.17], [0.06, -0.14, 0.19], [0.04, 0.28, -0.08], [-0.03, 0.01, -0.09], [0.00, -0.50, 0.21], [-0.22, -0.72, 0.43], [-0.63, 0.21, -0.16], [0.51, -0.08, 0.16], [0.48, -0.11, -0.02], [-0.28, 0.19, -0.21], [-0.20, 0.78, -0.27], [0.30, 0.01, -0.01], [-0.29, 0.22, 0.06], [-0.28, 0.02, -0.29], [-0.22, 0.04, -0.04], [-0.14, 0.08, -0.07], [0.07, 0.33, 0.04], [0.24, 0.00, 0.20], [-0.16, -0.10, -0.14], [-0.03, 0.02, 0.24], [0.27, -0.06, 0.02], [-0.04, -0.33, 0.00], [-0.22, 0.08, -0.21], [-0.29, -0.29, 0.10], [0.22, -0.17, 0.22], [0.29, 0.01, 0.02], [-0.21, 0.20, -0.14]],
  "lowdin_charge": [-0.079, -0.079, -0.025, -0.155, -0.336, 0.062, -0.200, -0.163, 0.041, -0.032, -0.075, 0.106, 0.106, 0.104, 0.106, 0.078, 0.113, 0.106, 0.130, 0.103, 0.101, 0.018, -0.052, 0.083, -0.116, 0.099, -0.216, -0.030, -0.020, -0.242, -0.033, -0.014, 0.004, -0.093, 0.002, -0.042, -0.046, 0.010, -0.155, 0.088, 0.112, 0.113, 0.159, 0.142, 0.132, 0.129, 0.083, 0.096, 0.097, 0.123, 0.125, 0.107, 0.100, 0.114, 0.110]
}

=====

{
  "formula": "C26H26N3OS2SiTc",
  "method": "ωB97M-V/def2-TZVPD",
  "molar_mass_g_mol": 586.734,
  "e_lumo_ev": [-5.526, -4.773],
  "charge": 1,
  "e_homo_ev": [-11.25, -11.51],
  "spin_multiplicity": 2,
  "s_squared": 0.98,
  "energy_ha": -2412.33624,
  "e_above_lowest_ev": 0.3952,
  "orbital_gap_ev": [5.720, 6.741],
  "species": ["Tc", "C", "C", "C", "C", "C", "C", "C", "H", "H", "H", "H", "H", "H", "H", "H", "S", "C", "C", "N", "C", "S", "C", "N", "C", "Si", "C", "C", "N", "C", "C", "C", "C", "C", "C", "O", "C", "C", "C", "C", "C", "C", "H", "H", "H", "H", "H", "H", "H", "H", "H", "H", "H", "H", "H", "H", "H", "H", "H", "H"],
  "coordinates": [[-0.826, -0.597, -0.551], [-2.252, 2.346, 2.210], [-2.010, 0.862, 2.165], [-2.628, 0.064, 1.196], [-2.493, -1.335, 1.224], [-1.752, -1.944, 2.239], [-1.157, -1.154, 3.211], [-1.262, 0.228, 3.157], [-3.153, 2.553, 2.791], [-2.405, 2.764, 1.214], [-1.426, 2.871, 2.691], [-3.354, 0.506, 0.527], [-3.105, -1.940, 0.570], [-1.687, -3.023, 2.290], [-0.614, -1.622, 4.022], [-0.792, 0.833, 3.926], [-2.551, -0.971, -1.998], [-1.854, -1.664, -3.432], [-2.750, -1.977, -4.514], [-3.472, -2.236, -5.371], [-0.537, -1.906, -3.505], [0.517, -1.507, -2.185], [0.076, -2.489, -4.670], [0.603, -2.954, -5.581], [0.069, 2.529, -3.313], [-0.653, 2.564, -1.618], [-2.491, 2.401, -1.742], [-0.276, 4.077, -0.617], [0.068, 1.129, -0.722], [1.418, 1.106, -0.400], [2.347, 2.075, -0.838], [3.689, 1.943, -0.571], [4.156, 0.830, 0.130], [3.275, -0.142, 0.582], [1.931, 0.022, 0.337], [0.962, -0.876, 0.749], [1.380, -2.037, 1.463], [1.180, -3.268, 0.884], [1.550, -4.403, 1.597], [2.116, -4.283, 2.858], [2.309, -3.023, 3.415], [1.935, -1.885, 2.717], [-0.535, 3.162, -3.971], [0.039, 1.509, -3.710], [1.102, 2.881, -3.364], [-2.916, 3.409, -1.804], [-2.947, 1.908, -0.887], [-2.783, 1.857, -2.642], [-0.967, 4.870, -0.921], [0.737, 4.461, -0.742], [-0.433, 3.887, 0.449], [2.006, 2.916, -1.426], [4.381, 2.696, -0.928], [5.215, 0.708, 0.316], [3.641, -1.018, 1.100], [0.752, -3.345, -0.107], [1.403, -5.380, 1.154], [2.412, -5.168, 3.406], [2.746, -2.922, 4.400], [2.069, -0.896, 3.140]],
  "atomic_forces_ev_per_a": [[0.61, 1.23, -1.28], [0.07, -0.07, -0.01], [0.06, 0.09, 0.05], [-0.11, -0.05, 0.06], [-0.03, -0.09, 0.11], [0.01, 0.02, 0.08], [0.03, -0.07, -0.04], [-0.04, 0.08, 0.02], [0.01, 0.00, -0.01], [0.00, -0.03, 0.02], [-0.02, -0.03, -0.03], [0.03, 0.01, -0.10], [0.03, -0.04, -0.08], [0.02, 0.01, -0.02], [0.01, 0.01, -0.02], [-0.04, -0.04, -0.04], [0.38, -0.17, 0.63], [-0.56, 0.16, -0.41], [0.06, -0.03, 0.09], [0.12, 0.09, 0.19], [0.53, -0.05, -0.40], [-0.48, -0.23, 0.66], [0.03, 0.06, 0.11], [-0.11, 0.09, 0.17], [0.22, 0.00, -0.29], [-0.07, -0.05, 0.09], [-0.24, -0.06, -0.06], [0.15, 0.20, 0.16], [-0.66, -0.98, 0.40], [0.38, 0.18, -0.15], [-0.28, -0.05, -0.04], [0.14, -0.14, 0.12], [-0.04, 0.05, -0.05], [0.33, 0.09, -0.03], [-0.18, 0.12, -0.19], [-0.14, -0.30, 0.14], [-0.08, 0.17, -0.05], [-0.02, -0.11, -0.10], [0.02, -0.03, 0.04], [0.01, 0.04, 0.01], [-0.02, -0.02, 0.00], [0.00, 0.07, 0.20], [0.05, -0.06, 0.03], [-0.01, 0.08, -0.02], [-0.11, -0.05, -0.07], [0.07, -0.10, -0.01], [-0.09, 0.04, 0.00], [-0.01, 0.02, 0.08], [0.05, -0.06, 0.05], [-0.08, 0.01, 0.04], [0.01, 0.07, -0.07], [0.05, -0.10, 0.10], [-0.03, -0.07, 0.03], [-0.05, 0.02, -0.01], [-0.01, 0.09, -0.04], [0.02, -0.01, 0.01], [0.00, 0.02, 0.02], [-0.02, 0.03, -0.02], [0.00, -0.02, -0.03], [-0.01, -0.06, -0.03]],
  "lowdin_charge": [0.994, -0.023, -0.258, -0.145, -0.190, -0.068, -0.060, -0.012, 0.103, 0.060, 0.089, 0.100, 0.088, 0.124, 0.119, 0.128, 0.721, -0.677, -0.243, 0.201, -0.680, 0.773, -0.242, 0.203, -0.143, 0.445, -0.188, -0.150, -0.169, -0.284, -0.015, -0.043, -0.026, 0.013, -0.221, -0.165, -0.283, -0.018, -0.044, -0.055, -0.047, -0.043, 0.055, 0.041, 0.038, 0.055, -0.012, 0.024, 0.051, 0.036, 0.030, 0.078, 0.121, 0.121, 0.127, 0.078, 0.118, 0.115, 0.118, 0.138]
}